H12O6 | wB97M-V/def2-TZVPD

SMILES = O.O.O.O.O.O
multiplicity = 1

Cartesian coordinates (Å):
O1 1.4045 -2.2009 1.1217
H1 1.6078 -3.0176 0.6848
H2 2.1953 -1.7718 1.4218
O2 0.8572 0.2038 -0.8815
H3 0.1887 -0.1851 -0.2825
H4 1.4019 -0.4804 -1.2142
O3 -0.2364 2.8717 -0.2820
H5 -0.4394 3.1898 -1.1534
H6 0.0419 1.9514 -0.4051
O4 -1.1716 0.7125 -3.0710
H7 -1.2698 -0.2042 -3.2656
H8 -0.4101 0.7022 -2.4821
O5 0.0917 0.4599 2.8713
H9 0.5316 -0.0361 3.5759
H10 -0.4745 -0.1792 2.3951
O6 -1.1563 -0.5598 0.6070
H11 -1.7417 -0.0297 0.0591
H12 -1.4206 -1.4264 0.3005

Atomic forces in eV per Å
O -1.3 0.3 0.0
H 0.6 -0.5 -0.1
H 0.7 0.1 0.1
O -0.9 1.3 -0.1
H 0.5 -0.3 0.1
H 0.8 -1.0 -0.3
O 0.0 -0.4 0.6
H -0.1 0.2 -0.6
H 0.3 0.4 0.0
O 0.0 0.8 0.3
H -0.3 -1.0 -0.5
H 0.4 0.2 0.3
O -0.1 -0.5 0.1
H -0.2 0.1 -0.3
H 0.5 0.4 0.3
O -0.7 -0.1 -0.3
H -0.3 0.8 0.1
H 0.2 -0.8 0.3

---

H12O6 | wB97M-V/def2-TZVPD

multiplicity = 1

Cartesian coordinates (Å):
H1 2.9890 0.6864 -0.5221
H2 2.2718 -0.7827 -0.1780
H3 0.8551 -1.8274 -0.4712
H4 2.0927 -2.4931 -0.6319
H5 -1.4577 -1.4971 0.3436
H6 -1.2004 -2.0063 1.8790
H7 0.8951 2.7823 1.5158
H8 1.3445 1.3385 0.4085
H9 -3.2127 -0.7437 -0.8084
H10 -2.2086 0.2486 0.0038
H11 -0.5851 1.9032 -0.3618
H12 -1.9551 2.3337 -0.7962
O1 2.3801 0.2026 0.2394
O2 1.6541 -1.7473 -1.0124
O3 -0.5830 -1.8290 0.8282
O4 0.8553 2.4385 0.4739
O5 -2.7473 -0.6013 0.0473
O6 -1.3877 1.5941 -0.9575

Atomic forces in eV per Å
H -2.3 -1.8 3.0
H -0.3 2.6 0.5
H -1.1 0.5 0.1
H 1.0 -1.3 -0.2
H 1.9 -0.6 0.8
H 3.4 0.7 -4.9
H -0.1 -1.8 -4.3
H -1.0 3.3 0.6
H 0.7 0.5 0.9
H -0.8 -0.8 -0.8
H -1.1 -0.7 -1.2
H -0.9 0.7 -0.2
O 2.6 1.1 -3.1
O -0.4 -0.7 -0.1
O -4.8 -0.4 4.1
O 1.3 -2.1 3.5
O -0.2 0.4 -0.5
O 2.1 0.1 1.7

---

H12O6 | wB97M-V/def2-TZVPD

SMILES = O.O.O.O.O.O
multiplicity = 1

Cartesian coordinates (Å):
O1 1.0551 1.4939 1.3770
H1 1.3588 2.1120 2.0454
H2 0.1025 1.3795 1.5449
O2 -1.4005 3.1099 0.1892
H3 -1.5277 2.3529 -0.4076
H4 -2.1246 3.6894 -0.0540
O3 0.4549 -0.0480 -2.2533
H5 0.7509 -0.9230 -2.0179
H6 -0.2985 0.0598 -1.6529
O4 1.4178 -2.3790 -1.4757
H7 2.3147 -2.1988 -1.1632
H8 0.9474 -2.6189 -0.6988
O5 -1.2944 0.0346 -0.1196
H9 -2.1546 -0.1420 0.1058
H10 -0.7353 -0.5897 0.3959
O6 0.1392 -1.8327 1.0811
H11 -0.0529 -1.9758 1.9868
H12 1.0472 -1.5242 1.1167

Atomic forces in eV per Å
O -0.4 -0.6 0.2
H 0.0 0.1 0.0
H 0.4 0.3 -0.3
O -0.3 -0.4 -0.3
H 0.4 0.1 0.3
H -0.1 0.3 0.1
O -0.6 0.9 -0.1
H 0.4 -0.5 -0.2
H 0.1 0.3 -0.3
O 1.2 -0.2 -0.7
H -0.1 0.0 -0.3
H -0.9 -0.5 1.0
O 3.0 0.8 -0.4
H -3.3 -0.7 0.8
H -0.4 0.3 -0.4
O 0.6 -0.1 -0.9
H -0.6 -0.4 1.5
H 0.4 0.4 -0.2

---

H12O6 | wB97M-V/def2-TZVPD

SMILES = O.O.O.O.O.O
multiplicity = 1

Cartesian coordinates (Å):
O1 -1.2331 0.6840 -2.3301
H1 -0.4832 1.0304 -1.7700
H2 -1.4861 1.4910 -2.7747
O2 1.7124 -0.8952 0.8715
H3 1.5555 -1.3473 0.0255
H4 2.6433 -0.7437 1.0462
O3 -2.3089 0.5838 0.8003
H5 -2.1764 0.2216 -0.0390
H6 -1.7924 -0.0463 1.3159
O4 1.0536 -1.7451 -1.7004
H7 0.4787 -0.9448 -2.0566
H8 1.8314 -1.7986 -2.3384
O5 -0.3767 -0.7732 2.9518
H9 -0.2195 0.1334 3.1674
H10 0.4537 -1.1241 2.5613
O6 0.3405 1.9553 -0.2002
H11 -0.5388 2.1353 0.1080
H12 0.5462 1.1833 0.3613

Atomic forces in eV per Å
O 1.4 0.2 0.9
H -0.8 -0.3 -0.3
H -0.4 0.2 -0.4
O -0.5 0.3 0.7
H 0.4 0.0 -0.2
H 0.1 -0.2 -0.4
O 0.2 0.6 1.9
H -0.1 -0.6 -2.7
H 0.0 0.0 0.8
O -0.2 2.2 -2.1
H 1.6 -2.4 0.9
H -1.6 0.2 1.2
O 0.2 -1.2 -0.5
H 0.3 0.8 0.2
H -0.6 0.5 0.1
O 0.7 -0.9 0.1
H -1.1 0.4 0.2
H 0.4 0.2 -0.3

---

Number 1: LUMO -0.001 hartree, frontier orbital gap 10.7 eV. Number 2: LUMO 0.017 hartree, frontier orbital gap 11.0 eV. Number 3: LUMO -0.002 hartree, frontier orbital gap 9.7 eV. Number 4: LUMO 0.010 hartree, frontier orbital gap 11.6 eV.